[1]
This record from OMol25 describes a structure of composition C28H37N10O4RhS5 in a non-equilibrium geometry. The level of theory is the ωB97M-V functional and the def2-TZVPD basis.

Summary:
Kohn-Sham gap (spin up / spin down): 6.5 / 6.3 eV
net charge: -2
multiplicity: 5
<S²>: 6.048

XYZ file:
```
85
C28H37N10O4RhS5 (the ωB97M-V functional and the def2-TZVPD basis)
Rh -1.459 -0.647 0.438
C -0.749 0.002 5.519
S 0.818 -0.180 6.231
C 1.615 1.060 5.309
O 1.379 -1.558 5.704
H -1.012 1.052 5.827
H -1.536 -0.677 5.985
H -0.756 -0.148 4.457
H 2.641 1.025 5.740
H 1.248 2.108 5.338
H 1.630 0.774 4.209
C 5.576 -1.271 0.070
C 4.207 -1.796 -0.285
N 3.781 -3.046 -0.368
C 2.464 -3.028 -0.828
C 2.116 -1.741 -1.064
N 3.148 -0.958 -0.706
C 3.109 0.468 -0.601
N 3.345 1.146 -1.884
N 4.409 0.927 -2.624
N 4.237 1.313 -3.794
C 2.970 1.811 -3.854
C 2.325 2.522 -4.861
C 1.057 2.992 -4.597
C 0.512 2.793 -3.344
C 1.084 2.118 -2.332
C 2.377 1.636 -2.635
H 5.864 -0.653 -0.790
H 6.163 -2.137 0.139
H 5.558 -0.730 1.046
H 1.908 -3.904 -1.066
H 1.154 -1.339 -1.436
H 3.894 0.817 0.022
H 2.214 0.819 -0.293
H 2.946 2.711 -5.730
H 0.529 3.594 -5.373
H -0.479 3.032 -3.204
H 0.538 2.033 -1.411
C -2.144 0.756 -3.752
C -2.607 -0.641 -3.629
C -3.542 -1.129 -4.496
C -4.078 -2.430 -4.379
C -3.709 -3.211 -3.279
C -2.834 -2.734 -2.359
C -2.582 -3.576 -1.145
C -2.185 -1.429 -2.492
N -1.413 -0.966 -1.490
H -2.650 1.376 -4.491
H -1.082 0.801 -3.981
H -2.374 1.286 -2.784
H -3.860 -0.384 -5.275
H -4.865 -2.623 -5.100
H -4.141 -4.251 -3.245
H -2.506 -4.632 -1.471
H -3.241 -3.401 -0.369
H -1.590 -3.192 -0.838
C -2.911 5.478 1.423
N -1.532 5.654 1.103
C -0.912 6.848 1.040
N 0.437 6.842 0.826
S -1.697 8.297 1.245
H -3.119 5.823 2.399
H -3.131 4.401 1.349
H -3.582 6.103 0.751
H -0.894 4.830 1.099
H 0.948 5.998 0.992
H 0.882 7.725 0.917
C -1.703 -6.581 2.754
C -1.414 -5.177 2.400
C -0.103 -4.880 2.020
C 0.138 -3.628 1.551
N -0.852 -2.794 1.510
C -2.050 -3.043 2.024
S -3.037 -1.621 2.013
N -2.402 -4.285 2.461
H -0.891 -7.043 3.302
H -1.901 -7.256 1.841
H -2.633 -6.767 3.334
H 0.687 -5.568 2.214
H 1.142 -3.169 1.311
O -1.149 2.599 2.603
S 0.185 2.422 2.026
O 1.306 2.700 2.889
O 0.384 3.147 0.687
S 0.381 0.383 1.533
```

Partial charges, Mulliken, in e: Rh 0.217; C -0.460; S 0.333; C -0.478; O -0.647; H 0.304; H 0.334; H -0.059; H 0.324; H 0.329; H -0.007; C -1.328; C 0.745; N -0.823; C -0.893; C -0.068; N 0.621; C -0.845; N 0.994; N -0.586; N -0.851; C 0.169; C -0.479; C -0.691; C -1.229; C -0.490; C 1.398; H 0.254; H 0.426; H 0.258; H 0.586; H 0.473; H 0.210; H 0.060; H 0.419; H 0.312; H 0.695; H 0.437; C -0.870; C 0.800; C -0.619; C -0.746; C -0.427; C 1.287; C -0.808; C -0.506; N -0.319; H 0.362; H 0.103; H 0.190; H 0.244; H 0.284; H 0.279; H 0.352; H 0.293; H -0.251; C -1.018; N -0.017; C 0.392; N -0.387; S -0.505; H 0.351; H 0.306; H 0.304; H 0.153; H 0.224; H 0.186; C -1.276; C 1.217; C -0.936; C -0.691; N 0.580; C 0.065; S -0.451; N -0.644; H 0.334; H 0.222; H 0.353; H 0.348; H 0.501; O -0.632; S 0.868; O -0.676; O -0.627; S -0.156


[2]
This record from OMol25 describes an isolated molecule of C2H3N3O in a non-equilibrium geometry. The level of theory is the ωB97M-V functional and the def2-TZVPD basis.

Summary:
Kohn-Sham gap: 10.5 eV
SMILES: Oc1cn[nH]n1

XYZ file:
```
9
C2H3N3O (the ωB97M-V functional and the def2-TZVPD basis)
O 0.466 1.887 -0.524
C 0.119 0.649 -0.147
C 0.933 -0.505 -0.225
N 0.257 -1.494 0.299
N -0.901 -0.938 0.689
N -1.060 0.349 0.362
H -0.292 2.462 -0.339
H 1.927 -0.626 -0.617
H -1.448 -1.783 0.502
```

Partial charges, natural (NBO), in e: O -0.649; C 0.401; C -0.141; N -0.221; N -0.213; N -0.312; H 0.495; H 0.222; H 0.418


[3]
This record from OMol25 describes a cluster of 2 separate species, CH3FO2 in total in a non-equilibrium geometry. The level of theory is the ωB97M-V functional and the def2-TZVPD basis.

Summary:
Kohn-Sham gap (spin up / spin down): 9.6 / 9.6 eV

XYZ file:
```
7
CH3FO2 (the ωB97M-V functional and the def2-TZVPD basis)
C 0.389 0.073 0.502
O 0.756 -1.038 -0.108
O -1.644 0.604 -0.042
F 0.979 1.165 0.152
H 0.052 0.016 1.501
H 0.993 -1.121 -1.092
H -1.524 0.302 -0.912
```

Partial charges, natural (NBO), in e: C 0.768; O -0.679; O -0.948; F -0.281; H 0.188; H 0.535; H 0.417


For reference, ΔE to the lowest compared entry with this formula, charge and spin by record: 5.61; 162.81; 309.02 kJ/mol.